No. 1
C35H53N4OOsP2S | wB97M-V/def2-TZVPD

Last column: Löwdin charge in e.
Element x y z (Å)
C1 3.04 -0.13 -0.58  -0.329
C2 1.71 0.69 -2.28  -0.307
C3 4.17 -0.06 -1.39  0.022
C4 2.85 1.02 -3.05  0.039
C5 4.09 0.62 -2.61  0.006
H1 5.09 -0.50 -1.02  0.140
H2 2.68 1.47 -4.02  0.139
H3 4.99 0.80 -3.20  0.138
N1 1.87 0.43 -0.94  -0.053
P1 1.81 0.00 1.80  1.066
P2 -1.08 0.09 -2.11  1.080
C6 3.08 -0.84 0.76  -0.227
H4 2.85 -1.91 0.64  0.091
H5 4.09 -0.79 1.19  0.092
C7 0.47 0.43 -2.88  -0.198
H6 0.44 0.67 -3.95  0.107
C8 -1.46 -1.35 -3.44  -0.581
C9 -2.45 1.46 -2.42  -0.634
C10 1.62 -1.27 3.18  -0.659
C11 2.84 1.54 2.33  -0.625
C12 -2.22 -2.43 -2.66  -0.083
H7 -3.16 -2.06 -2.25  0.083
H8 -2.45 -3.26 -3.34  0.107
H9 -1.62 -2.82 -1.83  0.050
C13 -2.27 -0.91 -4.67  -0.074
H10 -3.27 -0.52 -4.45  0.072
H11 -1.72 -0.19 -5.27  0.087
H12 -2.41 -1.80 -5.30  0.118
C14 -0.16 -1.92 -4.05  -0.104
H13 -0.38 -2.90 -4.49  0.116
H14 0.24 -1.27 -4.83  0.094
H15 0.63 -2.06 -3.30  0.019
C15 -3.83 0.80 -2.23  -0.077
H16 -3.92 0.39 -1.21  0.053
H17 -4.62 1.56 -2.36  0.114
H18 -4.03 -0.01 -2.94  0.059
C16 -2.35 2.61 -1.41  -0.113
H19 -2.53 2.27 -0.38  0.014
H20 -1.39 3.12 -1.47  0.092
H21 -3.14 3.35 -1.64  0.116
C17 -2.27 2.13 -3.79  -0.072
H22 -2.42 1.46 -4.64  0.058
H23 -3.01 2.93 -3.88  0.111
H24 -1.27 2.57 -3.86  0.092
C18 2.09 2.21 3.49  -0.074
H25 2.59 3.16 3.72  0.110
H26 1.05 2.44 3.22  0.072
H27 2.10 1.60 4.41  0.075
C19 2.96 2.55 1.18  -0.070
H28 3.52 2.14 0.33  0.076
H29 2.00 2.93 0.84  0.057
H30 3.53 3.42 1.57  0.115
C20 4.28 1.21 2.74  -0.063
H31 4.74 2.14 3.11  0.114
H32 4.36 0.47 3.54  0.065
H33 4.89 0.87 1.89  0.084
C21 1.14 -2.60 2.57  -0.101
H34 1.92 -3.09 1.99  0.080
H35 0.85 -3.28 3.38  0.107
H36 0.27 -2.45 1.92  0.033
C22 0.54 -0.75 4.13  -0.087
H37 -0.39 -0.59 3.59  0.036
H38 0.36 -1.51 4.91  0.111
H39 0.82 0.19 4.62  0.073
C23 2.93 -1.51 3.95  -0.060
H40 3.76 -1.79 3.29  0.092
H41 3.21 -0.66 4.58  0.084
H42 2.76 -2.36 4.64  0.111
Os1 0.05 0.25 0.20  0.950
C24 -0.23 1.97 0.82  -0.453
O1 -0.44 3.05 1.25  0.080
N2 0.34 -1.65 -0.38  -0.123
C25 0.74 -2.28 -1.33  -0.216
C26 1.06 -3.69 -1.49  -0.168
C27 0.42 -4.57 -0.59  0.019
C28 1.94 -4.17 -2.47  0.024
C29 0.68 -5.94 -0.67  0.003
H43 -0.29 -4.18 0.14  0.128
C30 2.16 -5.55 -2.57  0.015
H44 2.41 -3.47 -3.17  0.135
C31 1.53 -6.42 -1.67  0.042
H45 0.21 -6.61 0.05  0.134
H46 2.82 -5.94 -3.35  0.138
H47 1.71 -7.50 -1.75  0.145
C32 -3.70 2.18 1.98  0.017
N3 -3.32 1.07 2.84  -0.081
C33 -3.67 0.96 4.18  0.018
C34 -3.23 -0.25 4.62  0.002
N4 -2.61 -0.85 3.54  0.075
C35 -2.63 -0.03 2.45  -0.634
S1 -2.05 -0.45 0.89  0.718
H48 -2.83 2.79 1.73  0.083
H49 -4.17 1.80 1.07  0.099
H50 -4.43 2.79 2.53  0.119
H51 -4.20 1.74 4.68  0.148
H52 -3.31 -0.73 5.58  0.143
H53 -2.21 -1.78 3.52  0.164

Computed properties:
- multiplicity = 5
- expectation value of S² = 6.08
- LUMO level (spin up / spin down) (eV) = -8.04 / -11.92
- E_HOMO (spin up / spin down) (eV) = -14.542 / -16.865
- total charge = +3
- Kohn-Sham gap (spin up / spin down) (eV) = 6.5 / 4.9
- molecular weight (g/mol) = 830.1

---

No. 2
C2HO3S2 | wB97M-V/def2-TZVPD

Last column: Löwdin charge in e.
Element x y z (Å)
O1 -1.65 1.03 0.06  -0.042
C1 -0.43 1.14 -0.08  -0.740
O2 0.33 2.10 -0.02  -0.047
C2 0.25 -0.36 -0.14  -0.967
O3 -0.68 -1.36 -0.17  -0.086
S1 1.74 -0.76 -1.01  0.455
S2 1.78 -0.70 0.97  0.380
H1 -1.35 -1.09 0.40  0.048

Computed properties:
- multiplicity = 1
- LUMO level (eV) = 3.24
- E_HOMO (eV) = -4.062
- total charge = -1
- Kohn-Sham gap (eV) = 7.3
- molecular weight (g/mol) = 137.2

---

No. 3
CH2N3O3 | wB97M-V/def2-TZVPD

Last column: Löwdin charge in e.
Element x y z (Å)
N1 -1.48 0.58 -0.95  -0.001
N2 -0.69 -0.12 -0.07  -0.055
N3 0.52 0.11 -0.05  -0.302
O1 1.12 0.90 -0.74  -0.071
C1 1.30 -0.92 1.01  -0.704
O2 0.56 -1.60 1.70  -0.023
O3 2.46 -0.86 0.81  0.043
H1 -1.34 1.58 -0.80  0.069
H2 -2.45 0.33 -0.91  0.045

Computed properties:
- multiplicity = 1
- LUMO level (eV) = 4.28
- E_HOMO (eV) = -4.373
- total charge = -1
- Kohn-Sham gap (eV) = 8.6
- molecular weight (g/mol) = 104.0

---

No. 4
H6N2 | wB97M-V/def2-TZVPD

Last column: Löwdin charge in e.
Element x y z (Å)
N1 -0.76 1.14 -2.89  -0.015
H1 -1.30 0.54 -3.53  0.005
H2 -0.03 1.58 -3.45  0.005
H3 -1.40 1.89 -2.60  0.005
N2 1.10 -1.27 3.29  -0.015
H4 0.67 -2.20 3.33  0.004
H5 1.35 -1.10 2.31  0.006
H6 0.36 -0.59 3.53  0.005

Computed properties:
- multiplicity = 1
- LUMO level (eV) = 1.15
- E_HOMO (eV) = -10.059
- Kohn-Sham gap (eV) = 11.2
- molecular weight (g/mol) = 34.1

---

No. 5
C17H17ClF3NO2S | wB97M-V/def2-TZVPD

Last column: Löwdin charge in e.
Element x y z (Å)
C1 -2.90 0.51 -2.13  -0.085
N1 -1.72 -0.35 -2.01  -0.265
C2 -1.82 -1.68 -2.66  -0.114
C3 -0.46 0.12 -1.54  -0.571
Cl1 0.91 -0.71 -2.35  0.745
C4 0.31 0.09 -0.11  -0.330
C5 1.66 0.80 0.11  -0.230
C6 2.81 0.15 -0.33  -0.091
C7 4.01 0.82 -0.58  0.009
C8 4.00 2.19 -0.31  -0.131
C9 5.21 3.02 -0.67  -0.521
F1 4.88 4.35 -0.81  0.103
F2 5.85 2.66 -1.82  0.113
F3 6.19 2.98 0.28  0.117
C10 2.99 2.79 0.43  0.015
C11 1.84 2.02 0.72  -0.011
S1 -0.86 0.55 1.23  0.705
O1 -0.12 0.95 2.39  -0.314
O2 -1.81 1.48 0.71  -0.299
C12 -1.77 -0.91 1.77  -0.263
C13 -2.93 -1.34 1.12  -0.048
C14 -3.54 -2.55 1.51  -0.071
C15 -3.05 -3.26 2.61  -0.080
C16 -1.93 -2.77 3.31  -0.074
C17 -1.31 -1.59 2.91  -0.058
H1 -3.79 -0.13 -2.26  0.085
H2 -3.03 1.09 -1.20  0.064
H3 -2.86 1.21 -2.98  0.092
H4 -2.87 -1.92 -2.81  0.073
H5 -1.31 -1.74 -3.64  0.068
H6 -1.41 -2.47 -1.98  0.085
H7 -0.47 1.25 -1.64  0.140
H8 0.51 -0.93 0.27  0.116
H9 2.79 -0.92 -0.53  0.096
H10 4.88 0.29 -1.00  0.134
H11 3.14 3.82 0.76  0.130
H12 1.19 2.54 1.42  0.114
H13 -3.32 -0.77 0.27  0.101
H14 -4.40 -2.92 0.96  0.108
H15 -3.53 -4.18 2.94  0.109
H16 -1.54 -3.32 4.18  0.114
H17 -0.43 -1.21 3.46  0.120

Computed properties:
- multiplicity = 1
- LUMO level (eV) = 0.27
- E_HOMO (eV) = -8.787
- Kohn-Sham gap (eV) = 9.1
- molecular weight (g/mol) = 391.8

---

No. 6
C2H11NO2S | wB97M-V/def2-TZVPD

Last column: Löwdin charge in e.
Element x y z (Å)
C1 1.77 -0.69 -3.16  -0.370
C2 1.52 -2.07 -2.64  -0.606
S1 0.51 -1.99 -1.17  0.612
N1 2.23 0.16 -2.02  -0.038
H1 0.89 -0.36 -3.72  0.098
H2 2.60 -0.55 -3.74  0.070
H3 2.53 -2.40 -2.28  0.082
H4 1.15 -2.86 -3.36  0.086
H5 -0.41 -1.03 -1.54  -0.108
H6 2.50 1.08 -2.34  0.058
H7 1.81 0.19 -1.13  0.002
H8 -3.24 3.10 5.58  -0.050
H9 -4.31 2.16 5.36  -0.126
O1 -3.44 2.12 5.65  -0.374
H10 -2.30 1.07 2.74  -0.019
H11 -2.15 1.17 4.29  -0.019
O2 -1.66 0.88 3.47  -0.298

Computed properties:
- multiplicity = 2
- expectation value of S² = 0.75
- LUMO level (spin up / spin down) (eV) = 2.64 / 2.62
- E_HOMO (spin up / spin down) (eV) = 0.990 / -6.924
- total charge = -1
- Kohn-Sham gap (spin up / spin down) (eV) = 1.7 / 9.5
- molecular weight (g/mol) = 113.2

---

No. 7
C21H30Cl2CoN2O2 | wB97M-V/def2-TZVPD

Last column: Löwdin charge in e.
Element x y z (Å)
Co1 0.11 -0.01 0.64  0.127
Cl1 2.04 -0.04 -0.37  0.179
N1 0.31 2.01 0.74  0.044
N2 0.25 -2.02 0.76  0.042
C1 -0.23 2.76 -0.20  -0.307
C2 -0.29 -2.77 -0.19  -0.304
C3 1.24 2.87 1.53  -0.558
C4 1.51 4.00 0.54  -0.076
C5 2.51 2.16 1.90  -0.100
C6 0.52 3.40 2.75  -0.037
H1 2.93 1.72 1.00  0.003
H2 2.28 1.36 2.61  0.003
H3 3.18 2.87 2.37  0.086
H4 -0.35 3.98 2.43  0.091
H5 1.21 4.05 3.31  0.088
H6 0.22 2.56 3.38  0.036
C7 1.14 -2.90 1.58  -0.558
C8 1.39 -4.05 0.62  -0.078
C9 0.37 -3.39 2.79  -0.036
C10 2.42 -2.22 1.97  -0.100
H7 2.86 -1.80 1.07  0.004
H8 3.07 -2.95 2.44  0.086
H9 2.21 -1.41 2.67  -0.001
H10 -0.51 -3.94 2.46  0.091
H11 0.08 -2.53 3.41  0.038
H12 1.03 -4.05 3.38  0.088
O1 0.29 -3.96 -0.33  0.016
H13 1.40 -5.05 1.06  0.126
H14 2.34 -3.91 0.07  0.136
O2 0.38 3.94 -0.38  0.015
H15 2.44 3.82 -0.03  0.136
H16 1.56 5.00 0.97  0.126
C11 -1.43 2.48 -1.03  -0.083
C12 -1.46 -2.47 -1.05  -0.081
C13 -1.38 -1.17 -1.78  -0.214
H17 -2.36 -2.45 -0.41  0.122
H18 -1.56 -3.31 -1.73  0.102
C14 -1.23 0.01 -1.00  -0.101
C15 -1.37 1.19 -1.77  -0.215
H19 -1.33 0.02 0.63  0.102
C16 -1.56 1.22 -3.17  -0.240
C17 -1.62 0.02 -3.90  -0.055
C18 -1.77 2.49 -3.95  -0.076
C19 -1.57 -1.18 -3.18  -0.240
H20 -1.86 0.03 -4.94  0.079
C20 -1.79 -2.45 -3.98  -0.076
H21 -1.92 -2.20 -5.04  0.065
H22 -2.72 -2.94 -3.65  0.077
H23 -0.97 -3.17 -3.89  0.079
H24 -2.70 2.99 -3.62  0.077
H25 -1.90 2.26 -5.02  0.065
H26 -0.95 3.21 -3.85  0.079
H27 -1.56 3.34 -1.69  0.103
H28 -2.30 2.45 -0.35  0.120
Cl2 0.67 0.01 3.62  0.521
C21 -0.70 0.03 2.42  -0.614
H29 -1.30 -0.85 2.71  -0.004
H30 -1.27 0.94 2.68  -0.003

Computed properties:
- multiplicity = 5
- expectation value of S² = 6.03
- LUMO level (spin up / spin down) (eV) = 2.92 / 2.88
- E_HOMO (spin up / spin down) (eV) = -0.078 / -4.599
- total charge = -1
- Kohn-Sham gap (spin up / spin down) (eV) = 3.0 / 7.5
- molecular weight (g/mol) = 472.3

---

No. 8
C3H4FHgO2 | wB97M-V/def2-TZVPD

Last column: Löwdin charge in e.
Element x y z (Å)
O1 1.35 -0.63 1.21  0.038
Hg1 1.13 1.39 -1.05  1.455
C1 1.89 0.42 0.70  -0.264
C2 0.02 -0.86 1.36  0.185
H1 -0.61 0.03 1.32  0.106
H2 -0.20 -1.84 1.78  0.135
F1 2.58 1.09 1.57  0.202
C3 -1.50 0.00 -1.64  0.056
O2 -0.56 0.71 -2.00  -0.187
H3 -2.16 0.37 -0.84  0.129
H4 -1.94 -0.68 -2.39  0.146

Computed properties:
- multiplicity = 2
- expectation value of S² = 0.76
- LUMO level (spin up / spin down) (eV) = -11.46 / -11.53
- E_HOMO (spin up / spin down) (eV) = -18.302 / -20.845
- total charge = +2
- Kohn-Sham gap (spin up / spin down) (eV) = 6.8 / 9.3
- molecular weight (g/mol) = 291.7

---

Largest force on an atom? In order: 6.4; 3.0; 3.3; 0.5; 3.6; 3.4; 3.4; 3.2 eV/A.